<a>
This record from the Open Molecules 2025 dataset describes the ion C4H9ClN with charge +1. The level of theory is ωB97M-V with the def2-TZVPD basis set.

The frontier orbital gap is 11.268 eV. As for the net charge: +1. The SMILES is CC(Cl)=[N+](C)C.

Atoms and positions in Å:
1 C -0.53 0.37 0.74
2 C 0.21 0.59 1.98
3 C -0.97 -0.24 -1.50
4 C 1.29 -0.46 -0.77
5 N -0.12 -0.09 -0.41
6 Cl -2.20 0.73 0.95
7 H 0.48 1.61 2.24
8 H -0.55 0.19 2.80
9 H 1.14 -0.03 2.01
10 H -1.29 0.69 -1.86
11 H -1.94 -0.87 -1.29
12 H -0.32 -0.64 -2.34
13 H 1.33 -1.54 -0.77
14 H 2.00 -0.10 0.05
15 H 1.47 -0.20 -1.84

=====

<b>
This record from the Open Molecules 2025 dataset describes the ion C4H9ClN with charge +1. The level of theory is ωB97M-V with the def2-TZVPD basis set.

The frontier orbital gap (alpha / beta) is 8.261 / 8.703 eV. As for the net charge: +1.

Atoms and positions in Å:
1 C 0.60 0.71 0.64
2 C 0.02 -1.34 -0.40
3 C 1.70 -0.37 0.88
4 C -1.45 0.74 -0.71
5 N -0.59 -0.09 0.13
6 Cl 3.17 -0.22 0.11
7 H 0.36 1.36 1.47
8 H 0.97 1.36 -0.12
9 H 0.30 -1.30 -1.46
10 H -0.41 -2.37 -0.17
11 H 1.64 -1.13 1.76
12 H -1.99 1.48 -0.20
13 H -0.89 1.33 -1.61
14 H -2.22 0.10 -1.14
15 H -1.20 -0.26 0.81

=====

Here is how they stack up, most stable first: <a>, <b>.

=====

<a>
This record from the Open Molecules 2025 dataset describes the molecule C5H7NO2S. The level of theory is ωB97M-V with the def2-TZVPD basis set.

The frontier orbital gap is 10.613 eV.

Atoms and positions in Å:
1 C -2.43 0.53 0.67
2 C -1.32 0.55 0.24
3 C 0.69 1.97 0.04
4 C 0.06 0.60 -0.15
5 C 0.61 -1.49 1.18
6 N 0.91 -0.07 0.89
7 O 2.76 -0.46 -0.71
8 O 2.07 1.82 0.01
9 S 2.52 0.25 0.49
10 H -3.45 0.33 0.82
11 H 0.43 2.61 -0.79
12 H 0.43 2.25 1.15
13 H 0.22 0.19 -1.21
14 H 0.98 -1.91 0.31
15 H 1.18 -1.97 1.92
16 H -0.45 -1.67 1.15

=====

<b>
This record from the Open Molecules 2025 dataset describes a structure of composition C5H7NO2S. The level of theory is ωB97M-V with the def2-TZVPD basis set.

The frontier orbital gap is 9.128 eV.

Atoms and positions in Å:
1 C 1.27 1.71 -1.40
2 C 0.80 0.93 -2.36
3 C 0.51 1.47 -0.10
4 C -1.12 -1.96 2.20
5 C -0.37 -2.16 1.11
6 N -0.26 0.45 0.01
7 O 0.91 2.33 0.86
8 O -1.61 -0.28 -1.87
9 S -0.24 -0.33 -1.47
10 H 1.88 2.58 -1.53
11 H 0.97 0.82 -3.41
12 H -0.92 -1.10 2.85
13 H -1.84 -2.67 2.36
14 H 0.28 2.60 1.55
15 H -0.56 -2.99 0.42
16 H 0.30 -1.40 0.78

=====

Here is how they stack up, most stable first: <b>, <a>.